(1)
# C24H42Cl3HgN4O3Si

A molecular structure, C24H42Cl3HgN4O3Si in a non-equilibrium geometry (ωB97M-V/def2-TZVPD, OMol25).

gap between HOMO and LUMO = 5.47 eV
max |F| = 2.78 eV/A
total charge = -1
molar mass = 769.7 g mol⁻¹
LUMO energy = 1.80 eV

CARTESIAN COORDINATES (ANGSTROEM)
Hg  2.971  -0.925  0.708
Cl  2.715  -3.228  0.875
Cl  -0.262  -1.349  2.981
Cl  3.217  1.251  1.480
Si  -0.223  0.303  -1.219
O  -3.109  -2.325  3.349
O  1.142  -0.495  -1.864
O  -0.530  2.158  2.379
N  -1.254  0.950  5.051
N  -0.713  4.231  1.498
N  -1.631  0.595  7.191
N  -1.560  -3.902  2.576
C  2.310  -3.549  -5.420
C  1.968  1.554  -4.623
C  2.746  -2.783  -2.600
C  0.018  5.330  0.899
C  -0.755  1.105  6.259
C  0.066  2.107  -1.486
C  -2.083  3.958  1.104
C  0.533  1.724  6.587
C  0.040  0.091  -4.852
C  -1.790  -0.177  -2.092
C  -0.446  0.903  -5.887
C  -0.023  3.232  2.117
C  -0.389  -0.249  0.535
C  2.054  -2.176  -4.902
C  1.513  2.332  -5.688
C  -2.723  0.080  6.523
C  -0.269  -4.518  2.770
C  0.301  2.009  -6.317
C  -2.044  -2.944  3.451
C  2.171  -1.832  -3.598
C  1.847  -0.425  -3.116
C  1.235  0.436  -4.209
C  -2.020  -3.849  1.212
C  -2.478  0.317  5.169
H  -0.870  2.655  -1.314
H  -1.382  0.604  -6.384
H  0.385  2.289  -2.522
H  -0.482  -0.829  -4.550
H  1.033  3.496  2.352
H  0.348  0.299  1.125
H  -0.630  6.207  0.825
H  -0.327  -5.571  2.478
H  0.000  -4.438  3.819
H  2.831  0.001  -2.869
H  -1.397  -2.831  4.332
H  1.994  -3.627  -6.467
H  -2.179  -4.870  0.832
H  0.857  2.487  -0.827
H  1.275  0.957  6.844
H  -1.265  -3.370  0.556
H  1.814  -1.435  -5.663
H  0.878  5.536  1.554
H  2.131  3.162  -6.043
H  1.755  -4.307  -4.848
H  -3.063  0.010  4.341
H  2.367  -2.545  -1.603
H  -2.548  4.897  0.818
H  -1.857  0.310  -3.071
H  0.494  -4.029  2.157
H  2.915  1.756  -4.112
H  3.372  -3.834  -5.416
H  0.876  2.256  5.694
H  0.410  2.414  7.432
H  3.848  -2.762  -2.561
H  -0.202  -1.328  0.596
H  -2.632  3.524  1.946
H  -3.581  -0.369  6.970
H  -1.500  0.605  8.213
H  -1.376  -0.031  0.960
H  -1.885  -1.260  -2.238
H  2.476  -3.815  -2.859
H  0.388  5.082  -0.111
H  -0.071  2.602  -7.156
H  -2.960  -3.281  1.167
H  -2.641  0.162  -1.483
H  -2.141  3.278  0.243

***

(2)
# C32H37ClFN5O6S2Sb2Ti

A molecular structure, C32H37ClFN5O6S2Sb2Ti (ωB97M-V/def2-TZVPD, OMol25).

gap between HOMO and LUMO = 6.93 eV
max |F| = 0.72 eV/A
molar mass = 997.6 g mol⁻¹
energy above the lowest of the compared OMol25 structures with the same formula, charge and spin = 0.0 kJ/mol
LUMO energy = -0.57 eV

CARTESIAN COORDINATES (ANGSTROEM)
Sb  1.742  -0.306  1.139
Sb  -0.481  -3.300  1.478
Ti  -0.588  -0.511  -0.747
Cl  0.389  -5.850  -2.950
S  -1.153  2.633  1.608
S  -2.523  2.988  -1.114
F  -2.829  1.386  -4.354
O  -3.591  -1.237  -4.938
O  -1.496  -0.373  0.881
O  0.851  -0.822  -1.959
O  0.749  -2.563  -4.861
O  3.034  -0.417  -2.177
O  -2.343  -0.046  -1.156
N  -1.308  -2.485  -1.779
N  -3.826  0.757  2.112
N  0.322  -0.345  -4.546
N  -1.397  -1.826  -5.026
N  -0.386  1.462  -0.628
C  2.671  -1.289  4.789
C  1.266  2.565  -2.098
C  1.470  -1.245  4.079
C  -2.430  -0.910  -4.841
C  0.582  -2.330  4.188
C  2.889  1.488  0.951
C  -2.128  -4.842  -2.996
C  1.494  3.528  -3.076
C  -2.586  -2.669  -2.119
C  -0.801  -4.641  -2.641
C  3.008  -2.368  5.588
C  1.916  -0.475  -2.634
C  1.686  -0.128  -4.100
C  -2.388  0.491  0.147
C  -0.006  2.423  -1.558
C  1.182  -0.053  3.220
C  -0.622  0.653  -4.375
C  -0.423  -3.453  -2.047
C  -0.045  -1.647  -4.810
C  -1.639  1.848  0.031
C  -0.044  -5.281  2.194
C  -1.929  0.415  -4.508
C  2.129  -3.436  5.700
C  -2.572  -3.660  1.180
C  0.469  4.361  -3.502
C  -0.708  -2.379  3.428
C  0.931  -3.406  5.006
C  -0.797  4.260  -2.929
C  -3.793  0.415  0.698
C  -1.024  3.299  -1.960
C  3.385  -1.645  1.399
C  -3.031  -3.828  -2.734
H  0.610  -3.265  -1.790
H  -2.426  -5.768  -3.468
H  2.487  3.632  -3.495
H  -0.812  -5.591  2.904
H  2.228  2.345  0.831
H  2.073  1.930  -1.754
H  1.753  0.807  3.569
H  -0.031  -5.976  1.355
H  -3.081  -2.721  0.969
H  4.196  -1.127  1.910
H  -3.255  -1.848  -1.903
H  2.370  -4.282  6.330
H  -3.223  0.125  2.627
H  0.132  0.236  3.215
H  -1.448  -2.981  3.958
H  -2.725  -4.346  0.346
H  -1.132  -1.394  3.239
H  3.543  1.408  0.083
H  -1.589  4.928  -3.242
H  3.497  1.619  1.846
H  3.947  -2.370  6.127
H  3.352  -0.449  4.710
H  0.237  -4.233  5.102
H  -4.141  -0.599  0.459
H  -2.376  2.583  2.164
H  0.652  5.108  -4.262
H  0.928  -5.306  2.684
H  -1.675  -2.775  -5.233
H  -4.071  -3.915  -3.013
H  -2.986  -4.104  2.086
H  -0.243  1.637  -4.128
H  3.725  -1.975  0.419
H  3.088  -2.507  1.996
H  1.953  0.917  -4.246
H  -4.763  0.670  2.481
H  2.363  -0.742  -4.689
H  -4.420  1.114  0.138

***

(3)
# C26H13BF7MnN3O6S

A molecular structure, C26H13BF7MnN3O6S (ωB97M-V/def2-TZVPD, OMol25).

gap between HOMO and LUMO (spin up / spin down) = 7.43 / 7.31 eV
max |F| = 0.85 eV/A
2S+1 = 2
total charge = +2
molar mass = 694.2 g mol⁻¹
energy above the lowest of the compared OMol25 structures with the same formula, charge and spin = 2.9 kJ/mol
LUMO energy (spin up / spin down) = -7.33 / -7.45 eV

CARTESIAN COORDINATES (ANGSTROEM)
Mn  -1.048  0.230  -0.782
S  1.252  1.688  -2.525
F  5.998  2.162  -4.142
F  2.047  -1.235  -2.625
F  6.393  -0.512  -4.177
F  -3.669  0.094  -2.766
F  -1.941  1.501  -2.228
F  3.630  3.153  -3.317
F  4.434  -2.204  -3.405
O  -3.128  0.504  -0.472
O  -4.463  1.804  0.851
O  0.901  0.838  -1.048
O  -1.423  -1.106  6.924
O  0.455  0.058  6.847
O  2.497  1.770  0.313
N  -0.920  -1.174  0.595
N  -0.982  1.662  0.498
N  -1.098  -1.354  -2.002
C  0.314  3.164  1.800
C  1.357  1.608  0.093
C  -0.817  -0.982  2.021
C  -1.263  -2.322  0.153
C  0.191  2.163  0.855
C  -1.839  -0.900  4.183
C  -0.564  -0.602  6.269
C  -1.024  -1.415  -3.331
C  -3.367  1.560  0.542
C  -1.463  -3.761  -3.321
C  -0.596  -0.675  4.761
C  2.791  0.986  -2.950
C  -2.076  3.157  1.984
C  5.035  1.343  -3.762
C  -2.091  2.147  1.042
C  0.429  -0.755  2.580
C  5.238  -0.026  -3.779
C  0.536  -0.606  3.956
C  -1.519  -3.708  -1.927
C  -1.198  -2.606  -4.026
C  4.230  -0.896  -3.382
C  -1.324  -2.499  -1.312
C  3.017  -0.387  -2.989
C  -1.957  -1.048  2.810
C  -0.844  3.668  2.377
C  3.820  1.841  -3.336
B  -2.976  0.679  -1.839
H  1.313  -0.744  1.950
H  -2.705  -0.985  4.827
H  1.071  0.438  6.209
H  1.297  3.541  2.054
H  -1.134  -2.610  -5.105
H  -1.623  -4.697  -3.840
H  -0.829  -0.484  -3.848
H  1.523  -0.483  4.388
H  -3.010  3.528  2.390
H  -2.928  -1.223  2.357
H  -1.703  -4.594  -1.334
H  -0.791  4.459  3.114
H  -1.459  -3.153  0.827

***

(4)
# C2H6N2S

2 unconnected molecules or ions with the total composition C2H6N2S in a non-equilibrium geometry (ωB97M-V/def2-TZVPD, OMol25).

gap between HOMO and LUMO (spin up / spin down) = 8.26 / 7.02 eV
max |F| = 2.89 eV/A
molar mass = 90.2 g mol⁻¹
energy above the lowest of the compared OMol25 structures with the same formula, charge and spin = 451.5 kJ/mol
LUMO energy (spin up / spin down) = 0.54 / 0.32 eV

CARTESIAN COORDINATES (ANGSTROEM)
S  0.293  0.436  -1.174
N  1.894  0.396  1.332
N  2.173  -0.035  0.253
C  -0.647  -0.925  -0.355
C  -0.259  1.803  -0.385
H  -1.102  -0.376  0.462
H  -0.535  1.632  0.653
H  -1.453  -1.255  -0.982
H  0.152  2.607  -0.929
H  0.141  -1.683  -0.077
H  3.154  -0.425  -0.002

***

(5)
# C12H42O12

9 unconnected molecules or ions with the total composition C12H42O12 in a non-equilibrium geometry (ωB97M-V/def2-TZVPD, OMol25).

gap between HOMO and LUMO = 10.07 eV
max |F| = 3.05 eV/A
SMILES = OCCO.OCCO.OCCO.CO.CO.CO.CO.CO.CO
molar mass = 378.5 g mol⁻¹
energy above the lowest of the compared OMol25 structures with the same formula, charge and spin = 258.0 kJ/mol
LUMO energy = 0.39 eV

CARTESIAN COORDINATES (ANGSTROEM)
O  3.609  -4.130  0.403
O  -0.142  -0.320  0.364
O  -4.937  -0.696  -0.978
O  -3.049  3.440  -2.798
O  0.615  -1.498  -1.850
O  -4.116  -0.920  2.784
O  -2.643  0.371  0.710
O  -1.289  1.312  -3.309
O  3.438  -1.747  2.416
O  2.494  0.374  -1.830
O  3.296  2.985  -3.135
O  2.141  0.942  4.948
C  1.808  1.676  -1.841
C  4.680  -1.109  1.907
C  -4.503  -2.015  -0.876
C  2.619  -3.454  -0.347
C  1.249  2.006  4.549
C  -2.548  0.845  1.999
C  -2.821  -0.314  2.999
C  -2.451  2.624  -1.706
C  1.951  2.487  -3.080
C  -2.191  1.175  -2.240
C  0.911  0.019  1.235
C  -0.341  -2.195  -2.608
H  1.958  2.718  4.037
H  -1.504  3.103  -1.441
H  -0.589  -3.094  -2.071
H  3.434  0.532  -2.024
H  -1.468  1.117  2.158
H  -2.706  0.052  4.029
H  -3.049  2.608  -0.822
H  4.582  -0.031  1.794
H  0.643  1.563  3.715
H  3.330  3.728  -3.724
H  -3.789  -2.288  -1.666
H  -1.947  -0.976  2.764
H  1.255  3.295  -2.959
H  1.247  -1.009  -2.399
H  1.667  -3.440  0.174
H  1.747  1.861  -4.012
H  -5.363  -2.677  -0.941
H  -1.711  1.782  -4.027
H  0.793  1.067  1.566
H  -1.260  -1.666  -2.703
H  -1.739  0.595  -1.439
H  -3.129  0.712  -2.507
H  0.260  -0.693  -0.457
H  -1.768  0.007  0.550
H  2.171  2.308  -1.040
H  -3.885  -2.267  -0.003
H  1.610  0.297  5.415
H  0.057  -2.409  -3.595
H  -3.958  3.113  -2.824
H  0.787  1.449  -1.628
H  5.629  -1.199  2.424
H  2.435  -4.025  -1.273
H  1.895  -0.175  0.801
H  -3.944  -1.639  2.188
H  3.403  -1.769  3.368
H  2.975  -2.472  -0.683
H  0.926  -0.614  2.124
H  0.667  2.492  5.323
H  4.758  -1.579  0.914
H  3.613  -3.657  1.259
H  -3.290  1.643  2.198
H  -4.525  -0.219  -0.276

***

(6)
# C32H48NO27

A molecular structure, C32H48NO27 in a non-equilibrium geometry (ωB97M-V/def2-TZVPD, OMol25).

gap between HOMO and LUMO = 9.40 eV
max |F| = 10.17 eV/A
total charge = -1
molar mass = 878.7 g mol⁻¹
energy above the lowest of the compared OMol25 structures with the same formula, charge and spin = 182.4 kJ/mol
LUMO energy = 1.45 eV

CARTESIAN COORDINATES (ANGSTROEM)
O  -42.653  48.004  -24.885
O  -47.463  50.654  -26.485
O  -43.515  43.494  -24.128
O  -44.469  48.212  -23.819
O  -38.185  44.216  -27.096
O  -48.306  53.790  -21.620
O  -37.402  49.873  -21.443
O  -38.710  50.127  -23.300
O  -42.123  46.528  -29.246
O  -39.638  50.347  -21.348
O  -44.036  45.206  -21.134
O  -46.741  49.108  -27.760
O  -43.270  47.140  -31.157
O  -44.423  41.793  -22.899
O  -47.932  50.784  -28.647
O  -40.137  44.421  -25.894
O  -47.373  51.985  -20.684
O  -42.091  45.847  -20.624
O  -45.749  43.338  -23.820
O  -43.084  48.535  -29.496
O  -38.260  45.078  -24.943
O  -43.281  49.944  -24.287
O  -42.308  43.854  -21.626
O  -44.401  54.489  -27.009
O  -45.615  54.184  -28.889
O  -46.258  53.060  -22.335
O  -44.217  52.577  -28.176
N  -43.378  48.682  -24.159
C  -38.515  50.108  -22.013
C  -42.920  46.933  -20.349
C  -47.461  50.200  -27.687
C  -42.444  48.576  -28.139
C  -44.138  44.763  -24.549
C  -41.671  51.616  -21.949
C  -45.427  51.982  -21.862
C  -38.809  44.519  -26.058
C  -42.896  47.343  -30.010
C  -44.271  46.437  -20.585
C  -43.494  53.771  -26.350
C  -40.256  47.224  -27.938
C  -44.587  42.821  -23.614
C  -47.993  49.201  -24.578
C  -45.265  46.426  -19.470
C  -46.193  48.852  -26.369
C  -46.916  49.784  -25.476
C  -46.464  45.489  -23.981
C  -39.252  45.219  -23.961
C  -43.511  52.318  -26.928
C  -41.842  47.168  -28.019
C  -40.570  44.611  -24.612
C  -45.633  44.446  -24.642
C  -46.375  49.850  -20.936
C  -39.512  46.703  -23.621
C  -42.801  44.831  -21.120
C  -40.716  50.520  -22.341
C  -46.133  51.324  -20.680
C  -39.982  50.612  -23.659
C  -44.716  53.780  -28.127
C  -43.909  53.699  -24.869
C  -47.378  53.069  -21.531
H  -46.008  50.454  -24.874
H  -40.345  50.202  -24.690
H  -44.024  51.497  -26.572
H  -39.832  47.885  -27.004
H  -38.673  47.299  -23.278
H  -43.936  45.466  -23.905
H  -40.005  47.353  -24.389
H  -48.626  48.647  -25.326
H  -46.450  46.427  -19.471
H  -44.997  49.046  -26.342
H  -44.698  53.003  -24.799
H  -46.149  46.403  -24.554
H  -42.509  54.160  -26.601
H  -46.077  45.741  -22.988
H  -47.600  45.249  -23.862
H  -44.373  52.439  -21.636
H  -48.481  49.916  -24.083
H  -41.829  51.062  -20.880
H  -41.423  45.255  -24.607
H  -38.912  44.486  -23.175
H  -43.080  48.746  -27.324
H  -41.728  49.328  -28.283
H  -44.940  45.450  -19.096
H  -46.167  47.537  -26.111
H  -42.428  51.676  -22.508
H  -42.537  52.060  -26.894
H  -44.909  46.878  -21.244
H  -43.613  45.141  -25.444
H  -45.494  49.287  -20.991
H  -44.266  54.542  -24.330
H  -45.014  47.299  -18.785
H  -45.275  51.399  -22.686
H  -47.640  48.712  -23.797
H  -42.278  46.631  -27.319
H  -46.810  49.156  -20.231
H  -43.201  53.294  -24.120
H  -41.407  49.718  -22.506
H  -40.835  43.565  -24.079
H  -42.754  47.235  -19.334
H  -42.634  47.825  -20.779
H  -40.263  46.693  -22.757
H  -45.557  51.452  -19.866
H  -41.240  52.501  -21.946
H  -39.829  46.121  -27.885
H  -39.870  47.933  -29.021
H  -46.779  49.602  -21.844
H  -39.939  51.660  -23.820
H  -45.881  44.179  -25.559